1.
{
  "formula": "C16H29FN7O6PS2",
  "method": "ωB97M-V/def2-TZVPD",
  "species": ["O", "P", "N", "C", "C", "C", "C", "S", "O", "O", "O", "S", "O", "O", "F", "H", "H", "H", "H", "H", "H", "H", "H", "H", "H", "H", "C", "C", "N", "H", "H", "H", "C", "C", "N", "H", "H", "H", "C", "C", "N", "H", "H", "H", "C", "C", "N", "H", "H", "H", "C", "C", "N", "H", "H", "H", "C", "C", "N", "H", "H", "H"],
  "coordinates": [[-2.128, 2.582, -2.272], [-1.628, 1.155, -2.324], [0.137, 1.061, -2.674], [0.741, 1.984, -1.665], [2.289, 2.070, -1.723], [2.734, 2.901, -0.456], [3.659, 2.087, 0.511], [3.161, 2.275, 2.282], [2.172, 1.233, 2.648], [4.401, 2.132, 3.072], [2.584, 3.777, 2.594], [0.621, -0.555, -2.424], [1.350, -0.789, -1.174], [1.273, -1.079, -3.633], [-0.786, -1.403, -2.294], [-1.745, 0.633, -0.997], [-2.385, 0.379, -3.225], [0.343, 3.002, -1.835], [0.412, 1.657, -0.652], [2.643, 2.657, -2.594], [2.796, 1.092, -1.786], [1.817, 3.158, 0.122], [3.190, 3.862, -0.754], [4.687, 2.486, 0.466], [3.589, 1.011, 0.291], [1.617, 3.770, 2.575], [-0.377, 0.813, -6.802], [-1.220, 1.374, -5.753], [-1.884, 1.812, -4.923], [0.456, 0.250, -6.380], [-0.941, 0.136, -7.443], [0.041, 1.596, -7.435], [0.239, -3.792, 0.049], [-0.470, -4.804, 0.828], [-1.028, -5.599, 1.437], [1.265, -4.095, -0.161], [-0.247, -3.611, -0.909], [0.283, -2.839, 0.577], [-4.529, 3.589, 0.911], [-3.461, 2.599, 0.993], [-2.625, 1.818, 1.053], [-4.282, 4.486, 1.479], [-4.708, 3.890, -0.121], [-5.465, 3.195, 1.308], [0.269, -6.223, -3.675], [1.422, -5.720, -2.934], [2.328, -5.325, -2.352], [-0.527, -5.480, -3.722], [0.538, -6.482, -4.699], [-0.143, -7.117, -3.206], [1.126, -0.005, 5.249], [0.328, 0.558, 6.334], [-0.294, 1.005, 7.189], [1.948, -0.611, 5.632], [0.525, -0.643, 4.600], [1.560, 0.776, 4.625], [-2.632, -1.245, 6.328], [-3.587, -1.866, 5.414], [-4.336, -2.353, 4.695], [-2.099, -0.424, 5.853], [-3.129, -0.840, 7.209], [-1.887, -1.961, 6.675]],
  "nbo_charge": [-1.066, 1.581, -0.904, -0.264, -0.418, -0.407, -0.615, 2.254, -0.939, -0.912, -0.856, 2.404, -0.876, -0.866, -0.486, -0.036, -0.009, 0.264, 0.217, 0.221, 0.226, 0.205, 0.229, 0.261, 0.271, 0.513, -0.730, 0.331, -0.373, 0.269, 0.258, 0.258, -0.730, 0.288, -0.336, 0.273, 0.244, 0.258, -0.727, 0.326, -0.371, 0.254, 0.266, 0.257, -0.724, 0.294, -0.337, 0.253, 0.255, 0.260, -0.741, 0.301, -0.361, 0.256, 0.254, 0.288, -0.725, 0.288, -0.337, 0.260, 0.259, 0.252],
  "e_homo_ev": -10.528,
  "homo_lumo_gap_ha": 0.3885,
  "mol_weight_g_mol": 529.56,
  "spin_multiplicity": 1,
  "lumo_ha": 0.0016
}


2.
{
  "formula": "C16H29IrN3O2SSi2",
  "method": "ωB97M-V/def2-TZVPD",
  "species": ["Ir", "N", "C", "S", "N", "N", "C", "C", "C", "C", "C", "C", "C", "O", "H", "H", "H", "H", "H", "H", "H", "C", "Si", "C", "C", "C", "Si", "C", "C", "C", "H", "H", "H", "H", "H", "H", "H", "H", "H", "H", "H", "H", "H", "H", "H", "H", "H", "H", "H", "C", "O", "H", "H", "H"],
  "coordinates": [[0.470, -0.720, -0.252], [-2.754, 1.644, 1.742], [-1.987, 0.754, 0.873], [-0.462, 0.177, 1.726], [-1.704, 1.562, -0.331], [-0.527, 1.195, -0.962], [-0.163, 1.803, -2.026], [1.078, 1.605, -2.760], [1.187, 2.313, -3.965], [2.313, 2.263, -4.758], [3.384, 1.474, -4.326], [3.316, 0.775, -3.145], [2.168, 0.809, -2.310], [2.195, 0.160, -1.192], [-3.031, 1.123, 2.568], [-2.095, 2.349, 2.066], [-0.791, 2.592, -2.444], [0.342, 2.921, -4.273], [2.367, 2.819, -5.683], [4.285, 1.411, -4.927], [4.144, 0.168, -2.802], [-4.262, -1.198, 3.145], [-3.375, -1.844, 1.616], [-2.045, -3.045, 2.153], [-4.629, -2.773, 0.571], [-2.694, -0.512, 0.536], [-3.094, 2.096, -1.317], [-2.876, 3.901, -1.777], [-3.219, 1.002, -2.843], [-4.744, 1.984, -0.460], [-4.623, -2.048, 3.729], [-5.120, -0.580, 2.874], [-3.619, -0.613, 3.804], [-2.484, -3.929, 2.626], [-1.356, -2.569, 2.849], [-1.460, -3.352, 1.284], [-4.990, -3.665, 1.086], [-4.175, -3.091, -0.368], [-5.489, -2.145, 0.333], [-2.518, -0.822, -0.494], [-1.959, 4.140, -2.313], [-2.883, 4.493, -0.859], [-3.721, 4.226, -2.388], [-2.294, 0.481, -3.082], [-3.522, 1.570, -3.724], [-3.981, 0.242, -2.656], [-4.834, 2.665, 0.379], [-4.931, 0.975, -0.094], [-5.498, 2.228, -1.217], [1.259, -3.500, -0.387], [0.197, -2.642, -0.686], [0.994, -4.524, -0.685], [1.500, -3.522, 0.686], [2.180, -3.225, -0.921]],
  "lowdin_spin": [2.213, 0.020, 0.060, 0.364, 0.006, 0.079, 0.014, 0.007, 0.000, 0.007, 0.001, 0.008, 0.012, 0.133, 0.002, 0.004, 0.003, 0.000, 0.001, 0.000, 0.000, 0.003, 0.083, 0.021, 0.007, 0.599, 0.006, 0.000, 0.001, 0.018, 0.000, 0.000, 0.000, 0.002, 0.001, -0.001, 0.001, 0.000, 0.001, 0.028, 0.000, 0.000, 0.000, 0.000, 0.000, 0.001, 0.000, 0.012, 0.001, 0.037, 0.230, 0.005, 0.005, 0.004],
  "e_homo_ev": [-3.086, -4.420],
  "e_above_lowest_kcal_mol": 0.3,
  "homo_lumo_gap_ha": [0.2203, 0.2633],
  "total_charge": -1,
  "mol_weight_g_mol": 575.88,
  "spin_multiplicity": 5,
  "s_squared": 6.02,
  "lumo_ha": [0.1069, 0.1009]
}


3.
{
  "formula": "C16H30AsBr2PReSe3Te",
  "method": "ωB97M-V/def2-TZVPD",
  "species": ["Re", "Se", "Se", "Te", "Se", "Br", "C", "Br", "H", "H", "C", "C", "P", "C", "C", "C", "C", "H", "H", "H", "H", "H", "H", "H", "H", "H", "H", "H", "H", "H", "H", "H", "C", "As", "C", "C", "C", "C", "C", "C", "C", "C", "H", "H", "H", "H", "H", "H", "H", "H", "H", "H", "H", "H", "H"],
  "coordinates": [[1.964, 1.286, 0.075], [1.736, 1.487, 2.339], [3.686, 1.634, 3.634], [5.527, 1.385, 2.042], [4.346, 1.229, -0.134], [1.941, 1.657, -2.637], [2.625, 3.464, -2.368], [2.077, 4.072, -0.618], [2.204, 4.109, -3.130], [3.707, 3.411, -2.391], [2.769, -2.121, 2.205], [1.486, -2.025, 1.380], [1.715, -1.122, -0.190], [0.333, -1.557, -1.324], [-0.392, -2.875, -1.046], [3.186, -1.869, -0.971], [3.072, -3.362, -1.271], [2.548, -2.560, 3.177], [3.223, -1.144, 2.376], [3.507, -2.759, 1.720], [0.696, -1.517, 1.936], [1.118, -3.023, 1.136], [0.776, -1.565, -2.325], [-0.387, -0.739, -1.315], [0.284, -3.728, -1.038], [-1.132, -3.049, -1.826], [-0.919, -2.852, -0.092], [4.021, -1.666, -0.297], [3.385, -1.299, -1.883], [2.853, -3.943, -0.375], [4.018, -3.724, -1.672], [2.304, -3.572, -2.015], [-1.196, 3.265, 0.946], [-0.621, 1.643, 0.062], [-1.516, 1.849, -1.642], [-1.624, 0.272, 1.048], [-3.105, 0.359, 0.829], [-3.694, -0.328, -0.230], [-5.056, -0.229, -0.463], [-5.845, 0.563, 0.362], [-5.268, 1.244, 1.423], [-3.903, 1.142, 1.657], [-2.285, 3.286, 0.946], [-0.825, 4.134, 0.404], [-0.829, 3.289, 1.971], [-2.587, 1.913, -1.458], [-1.316, 1.022, -2.320], [-1.170, 2.776, -2.099], [-1.357, 0.429, 2.096], [-1.236, -0.701, 0.749], [-3.084, -0.958, -0.870], [-5.506, -0.775, -1.282], [-6.909, 0.638, 0.184], [-5.882, 1.846, 2.079], [-3.464, 1.657, 2.505]],
  "lowdin_spin": [0.521, 0.000, 0.025, 0.145, 0.209, 0.006, 0.011, 0.034, 0.000, 0.002, -0.001, 0.004, 0.017, 0.009, 0.001, 0.001, -0.001, 0.000, -0.001, 0.000, 0.001, 0.000, 0.000, 0.001, 0.000, 0.000, 0.000, 0.003, 0.001, 0.000, 0.000, 0.000, 0.003, 0.007, -0.002, 0.002, 0.000, 0.000, 0.000, 0.000, 0.000, 0.000, 0.000, 0.000, 0.000, 0.000, 0.000, 0.000, 0.000, 0.000, 0.000, 0.000, 0.000, 0.000, 0.000],
  "e_homo_ev": [-13.735, -13.714],
  "homo_lumo_gap_ha": [0.2029, 0.2062],
  "total_charge": 2,
  "mol_weight_g_mol": 1038.81,
  "spin_multiplicity": 2,
  "s_squared": 0.84,
  "lumo_ha": [-0.3018, -0.2978]
}